No. 1
12
Properties=species:S:1:pos:R:3:forces:R:3 method="wB97M-V/def2-TZVPD" fmax_ev_per_a=0.35 multiplicity=1 e_lumo_ha=0.039 total_charge=0 e_above_lowest_ev=3.920 homo_ev=-7.822
C 0.116831 -0.257979 -1.614731 0.06 -0.05 0.00
C -0.467955 0.300410 -0.334175 -0.19 -0.10 -0.08
C 0.689591 -0.133961 1.405278 -0.06 -0.26 -0.22
O -0.245091 -0.011011 2.387111 0.03 0.26 0.14
H 0.978508 0.327551 -1.954153 -0.13 -0.08 0.06
H -0.625290 -0.252440 -2.422285 0.10 0.01 0.12
H 0.449564 -1.293223 -1.480418 -0.05 0.16 -0.01
H -0.791696 1.344969 -0.420988 0.12 -0.13 0.06
H -1.284397 -0.286750 0.082838 0.14 0.08 -0.05
H 0.575768 0.607126 0.452902 0.02 0.13 0.00
H 0.689051 -1.173627 1.063424 0.03 0.15 0.01
H -0.084885 0.828936 2.835197 -0.07 -0.17 -0.02

***

No. 2
12
Properties=species:S:1:pos:R:3:forces:R:3 method="wB97M-V/def2-TZVPD" fmax_ev_per_a=2.42 multiplicity=1 e_lumo_ha=0.029 total_charge=0 e_above_lowest_ev=1.872 homo_ev=-9.133 smiles="C=CO.C"
C 4.566746 -4.537891 1.652925 -1.76 0.03 0.57
H 4.838754 -4.654880 0.572187 -0.45 0.31 1.08
H 5.452525 -4.379716 2.280142 -0.28 0.30 -0.30
H 4.081804 -5.459135 2.044693 0.56 0.18 -0.56
H 3.711985 -3.778690 1.881686 1.93 -0.82 -0.79
C -3.358524 3.495003 -2.247261 -0.75 1.87 1.09
C -3.363380 3.031804 -0.978061 1.91 -0.34 -0.24
O -3.247291 3.742917 0.251439 0.01 -1.85 -0.51
H -2.985957 2.898672 -3.119827 -1.11 0.40 1.11
H -3.702198 4.580049 -2.378220 1.06 -1.54 -0.16
H -3.184260 1.965769 -0.860821 0.08 0.01 0.23
H -2.810209 3.096094 0.901118 -1.19 1.46 -1.52

***

No. 3
12
Properties=species:S:1:pos:R:3:forces:R:3 method="wB97M-V/def2-TZVPD" fmax_ev_per_a=0.34 multiplicity=1 e_lumo_ha=0.043 total_charge=0 e_above_lowest_ev=0.743 homo_ev=-9.651 smiles=CCOC
C 0.627922 0.054060 1.552945 -0.01 0.01 0.06
C 0.759042 -0.168159 0.044101 0.21 0.08 0.08
O -0.433525 -0.750924 -0.454794 0.00 -0.10 -0.01
C -1.153225 0.016729 -1.379757 -0.19 0.14 -0.25
H 1.535635 -0.212295 2.103628 -0.08 0.08 -0.15
H 0.380415 1.093240 1.788321 -0.02 -0.14 0.00
H -0.186957 -0.579956 1.912361 0.15 0.05 0.03
H 1.579136 -0.857583 -0.193867 -0.10 0.08 0.13
H 0.985099 0.781056 -0.464198 -0.13 -0.19 -0.01
H -1.532356 0.955742 -0.946251 0.11 -0.13 -0.02
H -0.552570 0.257250 -2.269803 -0.07 -0.01 0.12
H -2.008618 -0.589161 -1.692687 0.12 0.13 0.02

***

No. 4
12
Properties=species:S:1:pos:R:3:forces:R:3 method="wB97M-V/def2-TZVPD" fmax_ev_per_a=0.93 multiplicity=1 e_lumo_ha=0.037 total_charge=0 e_above_lowest_ev=0.292 homo_ev=-10.310 smiles=CC(C)O
C -0.190679 0.675911 1.232733 0.01 -0.03 -0.01
C 0.094259 0.346820 -0.225727 -0.30 0.02 0.07
C -0.482266 -0.982583 -0.736991 0.07 0.02 0.12
O 1.519914 0.235110 -0.331290 0.27 0.53 -0.07
H 0.443937 1.513353 1.535497 -0.13 -0.09 0.02
H -1.237142 0.948564 1.409180 0.14 -0.10 -0.17
H 0.046041 -0.185784 1.866310 0.02 0.12 -0.09
H -0.254375 1.174652 -0.862616 0.08 -0.11 0.14
H -1.302655 -0.918830 -1.459132 0.12 0.19 0.20
H 0.407219 -1.368781 -1.219916 -0.31 -0.77 -0.41
H -0.765204 -1.682369 0.059578 0.08 0.26 -0.08
H 1.760802 0.299662 -1.266135 -0.06 -0.04 0.30

***

No. 5
13
Properties=species:S:1:pos:R:3:forces:R:3 method="wB97M-V/def2-TZVPD" fmax_ev_per_a=0.48 multiplicity=1 e_lumo_ha=0.021 total_charge=0 e_above_lowest_ev=4.256 homo_ev=-7.514
O -0.648460 1.435579 0.259676 -0.04 0.16 0.25
C -1.145644 0.081383 0.255941 -0.09 -0.32 0.04
C -0.259799 -0.724705 -0.687831 -0.02 0.06 -0.07
C 1.157005 -1.069643 -0.268259 -0.35 -0.16 0.23
O 1.815456 0.517071 0.309910 -0.18 -0.20 -0.30
H -1.019415 1.903450 1.018564 0.05 -0.04 -0.19
H -2.193447 0.090305 -0.075337 0.16 -0.01 0.02
H -1.099269 -0.340081 1.269689 0.01 0.08 -0.13
H -0.291184 -0.237316 -1.675107 0.03 -0.07 0.16
H -0.723058 -1.714647 -0.834402 0.10 0.14 0.03
H 1.114467 -1.501038 0.742282 -0.05 -0.01 -0.07
H 2.250102 0.429800 -0.551358 0.23 0.41 0.06
H 1.043247 1.129847 0.236227 0.15 -0.04 -0.02

***

No. 6
13
Properties=species:S:1:pos:R:3:forces:R:3 method="wB97M-V/def2-TZVPD" fmax_ev_per_a=1.83 multiplicity=1 e_lumo_ha=0.027 total_charge=0 e_above_lowest_ev=1.503 homo_ev=-8.935 smiles="C=C(C)O.O"
C -0.134671 -0.022587 0.180804 0.64 1.28 1.13
C -0.777916 -1.106953 -0.214965 0.27 -0.25 -0.79
O -0.993096 -1.489513 -1.529305 0.31 0.03 0.62
C -1.265974 -2.159940 0.709434 0.38 -0.60 0.71
H -0.087847 0.275546 1.227463 -0.22 -0.91 0.17
H 0.460028 0.749893 -0.293896 -0.50 -0.36 -1.25
H -0.358873 -1.030171 -2.076918 0.09 0.37 -0.38
H -2.192180 -1.891102 1.213326 -0.11 -0.26 -0.11
H -1.302402 -3.116122 0.193145 -0.70 0.12 -0.31
H -0.504108 -2.393879 1.460208 -0.16 0.57 0.20
H 2.882534 4.797429 0.717174 0.17 0.95 -0.32
H 2.206103 3.651414 -0.090530 0.21 0.39 0.22
O 2.615846 3.894262 0.750457 -0.38 -1.34 0.09

***

No. 7
13
Properties=species:S:1:pos:R:3:forces:R:3 method="wB97M-V/def2-TZVPD" fmax_ev_per_a=3.22 multiplicity=1 e_lumo_ha=0.033 total_charge=0 e_above_lowest_ev=2.901 homo_ev=-9.346 smiles="C=CO.CO"
C -1.471887 -0.090306 -1.731160 3.16 -0.48 0.36
O -1.128593 -0.603601 -3.044975 0.66 -0.56 1.15
H -0.752265 -0.533448 -0.872558 -0.75 1.19 -2.36
H -1.256852 1.018787 -1.899874 -1.28 -1.23 1.41
H -2.350189 -0.584953 -1.348021 -1.18 1.04 -0.26
H -1.911268 -0.592980 -3.579386 -0.61 0.03 -0.31
C 0.792666 0.881272 1.418035 0.95 0.71 0.19
C 1.751971 -0.082423 1.506936 -2.15 0.13 0.42
O 1.989871 -0.731077 2.714910 -0.10 -0.06 -0.44
H 0.571466 1.541669 0.506860 0.41 -1.52 1.39
H 0.353272 1.231997 2.409914 0.49 -0.46 -1.50
H 2.246461 -0.639061 0.701431 0.06 0.88 0.12
H 1.165347 -0.815877 3.217887 0.33 0.32 -0.17

***

No. 8
13
Properties=species:S:1:pos:R:3:forces:R:3 method="wB97M-V/def2-TZVPD" fmax_ev_per_a=2.94 multiplicity=1 e_lumo_ha=0.038 total_charge=0 e_above_lowest_ev=2.236 homo_ev=-10.156 smiles=COCOC
C 2.044108 0.481977 -0.136235 0.57 0.89 0.01
C 0.091134 -0.827029 0.069100 0.49 0.01 -0.32
C -2.124282 0.173693 -0.051437 0.05 0.08 0.65
H 1.757860 1.326562 -0.827508 -0.39 -0.88 0.80
H 1.950996 0.777590 0.951632 -0.14 -0.18 -1.09
H 3.111258 0.367646 -0.346500 -0.10 -0.32 0.18
H 0.153611 -0.399693 1.061682 -0.79 0.39 0.49
H -0.115017 -1.883823 0.133131 -0.30 -0.42 -0.02
H -2.660759 0.732039 -0.838769 -0.14 -0.52 0.52
H -1.961879 0.981269 0.823894 -0.05 -2.12 -1.67
H -2.776776 -0.775734 0.325452 1.73 2.23 -0.83
O 1.420175 -0.765444 -0.394059 -0.76 0.74 -0.52
O -0.890427 -0.189048 -0.770381 -0.17 0.10 1.80

***

No. 9
13
Properties=species:S:1:pos:R:3:forces:R:3 method="wB97M-V/def2-TZVPD" fmax_ev_per_a=3.09 multiplicity=1 e_lumo_ha=0.020 total_charge=0 e_above_lowest_ev=2.188 homo_ev=-10.046 smiles="C=O.CCO"
O -0.853611 1.362565 1.909441 0.16 0.25 0.53
C -1.549735 0.720799 2.643615 -0.47 -1.41 -0.78
H -1.257964 0.222789 3.584461 0.53 0.64 0.24
H -2.541827 0.354554 2.312882 -0.21 0.49 -0.01
C 0.975023 -0.884559 -1.431644 2.62 -0.05 1.53
O 1.291164 -1.505330 -0.131995 -0.67 0.34 -1.16
C 0.367910 0.501310 -1.310683 -2.62 -0.87 -1.39
H 1.987949 -0.745437 -1.828878 -0.24 -0.08 -0.51
H 0.480911 -1.637036 -2.045618 -0.54 0.48 -0.02
H 0.820963 -0.919936 0.444863 -0.26 0.13 1.09
H 0.802057 1.318255 -0.742161 0.61 -0.43 -0.04
H 0.184973 0.760269 -2.355946 0.63 0.70 -0.17
H -0.707811 0.451757 -1.048336 0.45 -0.19 0.68

***

No. 10
13
Properties=species:S:1:pos:R:3:forces:R:3 method="wB97M-V/def2-TZVPD" fmax_ev_per_a=5.29 multiplicity=1 e_lumo_ha=0.015 total_charge=0 e_above_lowest_ev=4.270 homo_ev=-10.192
C 0.166812 0.049044 0.262457 -5.15 1.22 -0.24
C -1.427167 0.705857 0.184746 1.66 -1.81 0.87
C 0.164080 -1.348009 -0.310271 0.45 -0.10 0.07
O 0.641330 1.025256 -0.552961 5.02 -0.66 0.68
O 2.235963 0.662610 -0.286638 -1.93 1.24 -0.99
H 2.457693 1.482000 0.186453 -0.06 -0.13 -0.18
H 0.486743 0.114176 1.307606 0.13 0.09 -0.24
H 1.155827 -1.791259 -0.194292 -0.09 -0.07 0.00
H -0.064462 -1.327428 -1.378562 -0.07 0.10 0.13
H -0.567783 -1.980544 0.199818 0.10 0.09 0.00
H -1.451948 1.780742 0.356781 0.25 -0.14 0.00
H -1.926449 0.179855 1.000592 -0.37 0.16 -0.16
H -1.870638 0.447698 -0.775728 0.07 0.01 0.08

***

No. 11
13
Properties=species:S:1:pos:R:3:forces:R:3 method="wB97M-V/def2-TZVPD" fmax_ev_per_a=0.64 multiplicity=1 e_lumo_ha=0.028 total_charge=0 e_above_lowest_ev=0.994 homo_ev=-10.069 smiles=OCCCO
O -0.764525 1.247947 0.791317 -0.16 0.20 0.25
C -1.245926 0.015244 0.269311 -0.05 -0.33 -0.16
C -0.161028 -0.500338 -0.660176 -0.01 0.15 -0.18
C 1.256888 -0.558606 -0.067574 -0.15 -0.34 0.01
O 1.938911 0.623184 -0.461453 0.16 0.22 0.40
H -1.357207 1.540290 1.492745 0.13 0.03 -0.10
H -2.181314 0.159216 -0.297243 0.22 0.05 0.11
H -1.475203 -0.684247 1.089376 0.21 0.05 -0.16
H 0.016395 0.265884 -1.416479 -0.54 -0.04 -0.33
H -0.499289 -1.392594 -1.203116 0.19 -0.02 0.39
H 1.283081 -0.643412 1.029983 -0.21 -0.14 -0.22
H 1.812204 -1.401414 -0.490756 -0.02 0.17 0.09
H 1.424487 1.342504 -0.065245 0.23 -0.01 -0.12

***

No. 12
13
Properties=species:S:1:pos:R:3:forces:R:3 method="wB97M-V/def2-TZVPD" fmax_ev_per_a=4.01 multiplicity=1 e_lumo_ha=-0.038 total_charge=0 e_above_lowest_ev=5.545 homo_ev=-8.343
C 2.011981 0.747888 -0.284462 -1.12 -0.59 -0.98
C 0.944285 -0.027758 0.011385 0.77 -0.74 -1.26
O -0.218183 -0.166014 -0.787518 2.08 1.13 0.41
C 0.851188 -0.927073 1.129214 -2.60 2.98 -0.69
H 2.838574 0.637441 0.403019 0.21 0.43 -0.31
H 2.027380 1.359737 -1.215035 0.24 -0.42 1.05
H -0.052147 0.591324 -1.352262 -0.88 0.14 -0.94
H -0.231128 0.715220 1.412553 1.21 -2.83 1.01
H 1.762965 -1.215466 1.576583 0.51 0.14 1.23
H 0.054342 -1.635345 0.990130 -0.08 -0.28 0.43
H -3.365053 -0.313125 0.309923 -0.17 -0.87 0.47
H -1.853149 0.000379 -0.147258 -0.94 -0.21 0.21
O -2.785132 0.303700 -0.101791 0.77 1.14 -0.62